Entry 1:
{"formula": "C2FLiO2Pt", "method": "ωB97M-V/def2-TZVPD", "s_squared": 2.022, "spin_multiplicity": 3, "homo_lumo_gap_ev": [5.700, 6.782], "total_charge": 0, "molar_mass_g_mol": 277.037, "species": ["Pt", "F", "O", "O", "C", "C", "Li"], "coordinates": [[1.458, -0.570, 1.777], [-0.400, -0.825, -1.267], [-0.986, 1.398, 0.314], [1.494, -1.153, -0.055], [0.490, -0.391, -0.268], [0.025, 0.633, 0.557], [-2.081, 0.908, -1.057]], "lowdin_charge": [0.67, -0.03, -0.27, -0.22, -0.58, -0.39, 0.82]}

Entry 2:
{"formula": "C6H7ClO4", "method": "ωB97M-V/def2-TZVPD", "homo_lumo_gap_ev": 10.633, "smiles": "CC(=O)OC(=O)O/C=C/CCl", "total_charge": 0, "molar_mass_g_mol": 178.571, "species": ["Cl", "O", "O", "O", "O", "C", "C", "C", "C", "C", "C", "H", "H", "H", "H", "H", "H", "H"], "coordinates": [[1.958, 2.563, -3.733], [-1.577, -2.720, -0.065], [-1.069, -0.894, 1.193], [-0.338, 0.905, 0.286], [0.683, -1.066, -0.225], [0.494, 1.740, -0.438], [2.232, 2.532, -1.955], [-2.221, -2.660, 2.269], [-0.137, -0.418, 0.321], [-1.596, -2.176, 0.995], [1.460, 1.447, -1.306], [0.215, 2.753, -0.209], [-2.954, -1.920, 2.631], [-1.433, -2.761, 3.048], [-2.710, -3.633, 2.110], [3.296, 2.389, -1.799], [1.754, 0.397, -1.558], [1.943, 3.522, -1.566]], "lowdin_charge": [0.53, 0.16, 0.12, 0.09, 0.19, -0.08, -0.59, 0.02, -0.53, -0.46, -0.15, 0.13, 0.10, 0.10, 0.10, 0.07, 0.13, 0.08]}

Entry 3:
{"formula": "C4H4N2O", "method": "ωB97M-V/def2-TZVPD", "homo_lumo_gap_ev": 9.200, "smiles": "N#C/C=C\\NC=O", "total_charge": 0, "molar_mass_g_mol": 96.089, "species": ["O", "N", "N", "C", "C", "C", "C", "H", "H", "H", "H"], "coordinates": [[-2.685, -1.031, -0.168], [-0.992, 0.482, -0.004], [1.707, -2.042, -0.097], [1.507, 0.521, -0.087], [1.574, -0.874, 0.009], [0.231, 1.073, -0.019], [-1.473, -0.826, 0.169], [2.404, 1.049, 0.021], [-1.868, 1.094, -0.077], [-0.674, -1.622, 0.391], [0.270, 2.174, -0.138]], "lowdin_charge": [-0.01, 0.04, 0.14, -0.09, -0.27, -0.11, -0.23, 0.08, 0.19, 0.13, 0.13]}

Entry 4:
{"formula": "H2KO", "method": "ωB97M-V/def2-TZVPD", "homo_lumo_gap_ev": 12.261, "total_charge": 1, "molar_mass_g_mol": 57.113, "species": ["K", "O", "H", "H"], "coordinates": [[0.829, -0.619, 1.937], [0.039, -0.036, -0.693], [-0.914, -0.273, -0.741], [0.046, 0.929, -0.502]], "lowdin_charge": [1.00, -0.13, 0.07, 0.06]}

Entry 5:
{"formula": "C4H11NO2", "method": "ωB97M-V/def2-TZVPD", "homo_lumo_gap_ev": 9.549, "smiles": "CCNCC=O.O", "total_charge": 0, "molar_mass_g_mol": 105.137, "species": ["O", "O", "N", "C", "C", "C", "C", "H", "H", "H", "H", "H", "H", "H", "H", "H", "H", "H"], "coordinates": [[1.904, 0.382, 2.208], [3.578, -0.242, -2.023], [-0.571, -0.293, 0.313], [-2.991, -0.575, 0.331], [0.606, 0.579, 0.215], [1.676, -0.037, 1.104], [-1.841, 0.400, 0.213], [4.269, -0.335, -2.688], [-3.969, -0.087, 0.337], [0.403, 1.550, 0.656], [-1.941, 0.998, -0.708], [-2.923, -1.127, 1.265], [3.997, 0.260, -1.316], [-0.529, -1.013, -0.396], [2.223, -0.912, 0.719], [-1.887, 1.121, 1.033], [-2.957, -1.338, -0.443], [0.955, 0.668, -0.819]], "lowdin_charge": [0.05, -0.07, -0.08, -0.10, -0.18, -0.26, -0.31, 0.04, 0.07, 0.12, 0.11, 0.07, 0.03, 0.11, 0.12, 0.11, 0.07, 0.11]}

Entry 6:
{"formula": "C20H24FN3O2", "method": "ωB97M-V/def2-TZVPD", "homo_lumo_gap_ev": 8.189, "smiles": "CCOc1ccccc1N1CCN(C(=O)NCc2ccc(F)cc2)CC1", "total_charge": 0, "molar_mass_g_mol": 357.429, "species": ["F", "O", "O", "N", "N", "N", "C", "C", "C", "C", "C", "C", "C", "C", "C", "C", "C", "C", "C", "C", "C", "C", "C", "C", "C", "C", "H", "H", "H", "H", "H", "H", "H", "H", "H", "H", "H", "H", "H", "H", "H", "H", "H", "H", "H", "H", "H", "H", "H", "H"], "coordinates": [[1.140, 3.708, 5.569], [2.918, 1.508, -0.684], [-1.134, -3.576, -0.003], [1.143, 2.930, -0.648], [-0.861, -1.489, -1.716], [0.910, 0.746, -1.384], [0.914, 4.864, 2.156], [1.722, 3.938, 1.510], [-2.834, -4.394, 1.558], [-1.416, -4.518, 1.009], [2.138, 2.843, 3.616], [-0.505, 0.915, -1.630], [-2.930, -4.919, -2.940], [0.716, 4.796, 3.524], [-1.685, -3.725, -1.253], [-2.365, -4.854, -1.674], [-1.028, -0.260, -2.454], [1.332, 3.783, 4.233], [2.330, 2.928, 2.250], [1.906, 3.973, 0.014], [0.394, -1.595, -0.988], [-2.118, -2.716, -3.395], [1.731, 1.706, -0.871], [-2.818, -3.843, -3.794], [1.417, -0.602, -1.532], [-1.528, -2.630, -2.137], [2.954, 2.210, 1.741], [2.953, 3.793, -0.241], [-2.023, -1.895, -4.088], [0.150, 2.958, -0.484], [-2.479, -5.701, -1.016], [-3.262, -3.875, -4.777], [0.096, 5.512, 4.040], [-1.067, 0.962, -0.685], [-0.677, 1.840, -2.191], [-1.220, -5.540, 0.661], [1.634, -0.817, -2.585], [-2.996, -3.387, 1.934], [2.352, -0.665, -0.973], [0.226, -1.392, 0.077], [-2.977, -5.102, 2.370], [-2.096, -0.110, -2.641], [-0.693, -4.284, 1.796], [2.605, 2.067, 4.202], [0.792, -2.606, -1.081], [0.440, 5.652, 1.589], [-3.462, -5.809, -3.240], [-0.508, -0.268, -3.425], [-3.569, -4.592, 0.782], [1.592, 4.939, -0.392]], "lowdin_charge": [0.05, 0.04, -0.08, 0.08, -0.08, -0.05, -0.04, -0.21, -0.06, -0.24, 0.00, -0.14, -0.10, -0.01, -0.19, -0.03, -0.16, -0.28, -0.02, -0.14, -0.13, -0.03, -0.53, -0.10, -0.12, -0.16, 0.11, 0.13, 0.10, 0.12, 0.10, 0.10, 0.12, 0.13, 0.13, 0.12, 0.13, 0.08, 0.13, 0.13, 0.08, 0.13, 0.12, 0.12, 0.13, 0.11, 0.10, 0.13, 0.07, 0.12]}